# 1
# C4H8N2OP

C4H8N2OP as an isolated structure at a distorted geometry (ωB97M-V/def2-TZVPD, the Open Molecules 2025 dataset).

Its multiplicity is 1. As for the charge: +1. For the lowest unoccupied orbital energy, the calculation gives -5.3 eV. The HOMO energy is -0.4458 Eh.

Atoms and positions in Å:
C: -0.732 1.515 -0.278
C: 0.567 1.398 -0.317
C: -0.332 -0.773 -0.462
C: 1.767 -0.544 0.767
N: -1.324 0.266 -0.255
N: 0.974 -0.110 -0.424
O: -4.114 -1.097 -0.007
P: -3.593 0.179 0.367
H: -1.309 2.485 -0.188
H: 1.314 2.094 -0.497
H: -0.220 -1.576 0.276
H: -0.451 -1.351 -1.409
H: 1.122 -0.408 1.704
H: 1.984 -1.646 0.764
H: 2.737 -0.093 1.189
H: 1.610 -0.338 -1.233

Cartesian forces, eV/Å:
-1.81 -0.84 0.71
2.04 -1.23 -0.89
-0.89 -1.49 -0.68
0.26 -1.13 4.08
-3.34 0.01 0.71
2.50 2.25 0.15
-0.22 -0.74 -0.10
2.85 0.72 -0.67
0.76 -1.47 -0.19
1.29 0.99 -0.10
-0.90 0.33 0.34
-0.02 0.85 0.25
0.40 -0.12 -1.52
-0.38 0.93 -0.61
-1.27 0.25 -2.04
-1.26 0.68 0.54

***

# 2
# C3H10NP

A 2-piece molecular cluster, C3H10NP overall at a distorted geometry (ωB97M-V/def2-TZVPD, the Open Molecules 2025 dataset).

Its multiplicity is 1. For the lowest unoccupied orbital energy (spin up / spin down), the calculation gives -0.6 / -0.5 eV. The HOMO energy (spin up / spin down) is -0.3260 / -0.3018 Eh.

Atoms and positions in Å:
C: -0.807 -1.358 -0.768
C: -1.023 0.839 0.496
C: -0.410 -0.583 0.489
N: 1.020 -0.517 0.637
P: 1.753 1.289 -1.045
H: 0.028 -1.615 -1.491
H: -1.249 -2.350 -0.472
H: -1.586 -0.942 -1.378
H: -0.659 1.440 -0.426
H: -0.903 1.581 1.444
H: -2.077 0.874 0.472
H: -0.803 -0.947 1.490
H: 1.413 -0.221 1.584
H: 2.212 2.052 0.001
H: 3.092 0.458 -1.033

Cartesian forces, eV/Å:
0.19 -2.29 -0.16
0.94 3.00 0.33
-0.13 2.17 1.71
1.99 0.86 -0.80
1.44 -3.64 1.07
-0.58 0.57 1.23
0.59 0.74 -0.18
-0.37 0.80 -0.03
-0.55 -0.98 1.44
0.69 -2.10 -1.86
-1.52 -0.56 -0.51
0.28 -0.58 -1.22
-1.28 0.07 -1.62
0.26 0.65 0.72
-1.97 1.31 -0.15

***

# 3
# C2H5P

C2H5P in the gas phase at a distorted geometry (ωB97M-V/def2-TZVPD, the Open Molecules 2025 dataset).

Its multiplicity is 1. For the lowest unoccupied orbital energy, the calculation gives 0.8 eV. The HOMO energy is -0.3597 Eh. Its SMILES is C1CP1.

Atoms and positions in Å:
C: -0.139 -0.723 -0.181
C: -0.195 0.761 -0.294
P: 1.455 0.053 0.093
H: -0.625 -1.292 0.632
H: -0.260 -1.407 -1.163
H: -0.423 1.094 -1.357
H: -0.857 1.308 0.512
H: 1.045 0.206 1.758

Cartesian forces, eV/Å:
-1.42 -3.32 -1.89
-2.54 1.17 -0.24
-0.29 0.88 3.56
0.33 0.75 -0.36
0.41 1.94 2.05
0.57 -0.13 1.55
1.70 -1.01 -1.76
1.24 -0.27 -2.91

***

# 4
# C22H47BiNO4Si2

C22H47BiNO4Si2 as an isolated structure at a distorted geometry (ωB97M-V/def2-TZVPD, the Open Molecules 2025 dataset).

Its multiplicity is 1. As for the charge: +1. For the lowest unoccupied orbital energy, the calculation gives -4.3 eV. The HOMO energy is -0.4372 Eh.

Atoms and positions in Å:
O: 0.815 1.552 -2.188
O: 0.884 -0.777 -3.497
C: -0.108 2.570 -1.792
C: 0.195 3.311 -0.505
H: -1.090 2.075 -1.710
H: -0.172 3.259 -2.652
H: 0.387 2.619 0.323
H: -0.669 3.921 -0.229
H: 1.044 3.992 -0.627
C: 2.144 1.498 -1.645
C: 3.175 1.535 -2.736
H: 2.216 0.536 -1.110
H: 2.315 2.309 -0.919
H: 3.223 0.566 -3.242
H: 4.147 1.719 -2.273
H: 2.988 2.332 -3.463
C: 1.513 -2.038 -3.792
C: 0.326 -0.080 -4.631
C: 2.974 -2.012 -3.416
H: 1.389 -2.284 -4.860
H: 0.974 -2.791 -3.205
H: 3.527 -1.325 -4.066
H: 3.387 -3.014 -3.547
H: 3.107 -1.708 -2.372
C: 1.392 0.378 -5.584
H: -0.214 0.776 -4.211
H: -0.418 -0.734 -5.118
H: 2.113 1.018 -5.064
H: 0.913 0.962 -6.371
H: 1.909 -0.476 -6.030
H: 0.226 -0.206 -1.839
Bi: 0.060 -1.228 1.900
C: -0.387 -0.783 -1.044
Si: -1.985 -1.495 -1.786
H: 0.282 -1.594 -0.731
H: -0.598 -0.033 -0.259
C: -2.855 -0.125 -2.715
C: -3.144 -2.196 -0.486
C: -1.709 -2.910 -2.992
C: -1.138 0.547 2.688
Si: -2.404 0.196 4.035
H: -1.603 0.949 1.773
H: -0.390 1.282 3.022
C: -3.635 -1.090 3.459
C: -3.301 1.811 4.394
C: -1.591 -0.379 5.618
H: -2.689 -3.319 -3.280
H: -1.126 -3.722 -2.537
H: -1.195 -2.602 -3.912
H: -3.315 0.575 -2.005
H: -3.643 -0.567 -3.341
H: -2.167 0.438 -3.360
H: -3.200 -1.594 0.430
H: -2.865 -3.223 -0.215
H: -4.156 -2.236 -0.920
H: -3.667 2.274 3.468
H: -2.627 2.526 4.886
H: -4.163 1.648 5.056
H: -0.671 0.185 5.829
H: -1.328 -1.446 5.590
H: -2.280 -0.221 6.462
H: -4.376 -1.241 4.258
H: -3.161 -2.059 3.251
H: -4.172 -0.759 2.559
O: 1.623 -2.429 5.660
C: 1.335 -1.864 4.616
O: 0.350 -2.265 3.807
C: 2.042 -0.603 4.214
C: 2.739 0.152 5.130
C: 3.187 1.419 4.760
C: 2.973 1.846 3.446
C: 2.360 1.004 2.531
N: 1.856 -0.206 2.918
H: 2.883 -0.290 6.118
H: 3.689 2.051 5.488
H: 3.297 2.836 3.114
H: 2.255 1.257 1.477

Cartesian forces, eV/Å:
0.63 0.57 0.39
0.28 -0.27 -1.11
-0.09 -0.07 -0.52
0.02 0.24 -0.08
0.30 0.05 -0.02
-0.12 0.08 0.44
0.02 0.06 -0.05
0.05 -0.07 -0.07
-0.09 -0.14 0.17
-0.85 0.22 0.17
0.49 -0.12 -0.09
0.07 0.12 0.06
-0.09 -0.24 -0.26
-0.06 0.42 0.01
0.10 -0.02 -0.11
-0.03 -0.12 0.19
-0.59 0.35 -0.04
-0.09 -0.50 0.62
0.13 -0.07 -0.16
0.00 0.00 0.33
0.18 -0.01 -0.16
-0.02 -0.14 0.15
0.10 0.05 0.06
-0.01 -0.04 -0.16
-0.01 0.18 -0.17
0.20 -0.22 -0.06
0.22 0.14 -0.01
-0.16 -0.17 -0.22
0.17 -0.04 -0.15
0.02 0.20 -0.06
-1.42 -1.04 1.35
-0.12 -0.18 1.56
0.71 0.55 -1.10
0.02 0.00 -0.52
-0.10 0.12 0.09
-0.03 -0.18 -0.02
-0.05 0.13 0.14
-0.01 -0.02 0.15
0.24 -0.02 -0.01
0.63 -0.33 -0.76
-0.67 0.16 0.66
-0.05 -0.06 0.28
-0.16 -0.21 -0.04
0.03 0.03 -0.14
0.14 0.03 -0.20
0.20 -0.19 0.04
0.21 0.09 0.11
-0.14 0.07 -0.12
-0.14 -0.04 0.23
-0.02 -0.04 -0.24
0.11 0.22 0.14
-0.21 -0.16 0.13
-0.08 -0.06 -0.08
-0.06 0.21 0.00
0.22 -0.01 0.19
0.01 -0.04 0.20
-0.17 -0.12 -0.10
0.21 0.00 -0.14
-0.17 -0.06 0.05
-0.07 0.28 0.03
0.20 -0.02 -0.24
0.18 -0.03 -0.24
-0.15 0.12 0.04
0.07 -0.13 0.19
-0.25 0.94 -1.51
-0.70 -1.60 1.36
0.74 0.78 -0.19
-0.50 0.28 -1.62
0.28 0.09 0.23
-0.23 -0.38 -0.23
0.23 0.16 -0.15
-0.24 -0.89 0.49
0.78 1.18 0.93
-0.06 0.30 -0.27
-0.08 -0.04 -0.19
-0.04 -0.39 0.12
-0.07 0.07 0.25

***

Relative energy (zero: lowest compared OMol25 entry of this formula, charge and spin) (computed, kcal per mole): 48.6 98.3 22.6 0.0
Energy (computed, a.u.): -682.97136 -516.25323 -420.46863 -2015.55582